Computed, not measured: a molecular structure, C20H32N6O7Pt in a non-equilibrium geometry, with ωB97M-V/def2-TZVPD.

```
66
Properties=species:S:1:pos:R:3
O -0.8267 1.5794 -4.4687
H -0.8759 1.6189 -5.4340
Pt 0.0333 -0.0117 -1.6611
N -1.5019 -0.9735 -2.2618
N -1.4098 1.5470 -1.6148
N 1.8008 -0.8294 -1.8251
N 1.1986 1.1960 -0.5319
O -1.4242 -2.2063 -2.3694
O 1.9500 -2.0949 -2.3610
O 0.7103 2.1526 0.2442
O -1.3022 2.6389 -0.9490
C -2.6322 1.0792 -1.9938
C -2.6744 -0.2825 -2.3899
C 2.7950 -0.4005 -1.0232
C 2.4644 0.7953 -0.3296
C -3.8809 -1.0800 -2.7054
H -4.0176 -1.1472 -3.7882
H -4.7962 -0.6293 -2.2977
H -3.7729 -2.1036 -2.3398
C -3.7820 1.9394 -1.6170
H -3.6576 2.9744 -1.9840
H -3.8582 1.9461 -0.5126
H -4.7072 1.5170 -2.0169
C 3.9965 -1.2425 -0.7713
C 3.3536 1.4997 0.6468
H 4.2248 -1.9311 -1.5869
H 3.8826 -1.8629 0.1373
H 4.8984 -0.6375 -0.5980
H 2.8800 2.4387 0.9756
H 4.3308 1.7428 0.1975
H 3.5368 0.8692 1.5354
H 1.1393 -2.2389 -2.8846
H -0.1717 2.3819 -0.2301
C 0.4997 2.6504 -4.4988
H -0.1230 3.5252 -4.5964
H 1.1659 2.3682 -5.3237
H 0.9814 2.5379 -3.5379
O 0.2533 -0.5057 -3.7817
H -0.5721 0.4620 -4.3392
H 1.1147 -0.2316 -4.1719
C 0.6910 -1.8936 4.6200
N 0.7182 -1.7969 3.1643
N -0.2272 -1.1226 2.4607
C -0.2075 -1.5790 1.1611
O -1.0187 -1.1306 0.3025
C 0.6618 -2.7046 1.1476
C 1.2217 -2.8010 2.3906
C 2.1300 -3.8320 2.9269
C -0.7896 0.1145 2.9103
C -0.1243 0.9050 3.8511
C -0.6492 2.1439 4.2191
C -1.8128 2.6229 3.5894
C -2.4804 1.8245 2.6515
C -1.9760 0.5749 2.3206
H 0.2648 -2.8576 4.9349
H 0.0785 -1.1000 5.0376
H 1.7128 -1.8084 5.0085
H 0.8422 -3.2924 0.2624
H 2.9282 -3.3837 3.5330
H 1.6182 -4.5853 3.5525
H 2.6059 -4.3697 2.0942
H 0.8089 0.5504 4.3042
H -0.1392 2.7323 4.9912
H -2.2010 3.6059 3.8577
H -3.4018 2.1802 2.1778
H -2.4781 -0.0481 1.5887
```

Output
HOMO-LUMO gap (alpha / beta): 5.10 / 5.94 eV
⟨S²⟩: 2.086
E: -47767.1889 eV
ΔE to the lowest compared entry with this formula, charge and spin: 0.0 kcal/mol
Net charge: 0
Multiplicity: 3
E_LUMO (alpha / beta): -0.05 / -0.18 eV

These are the Mulliken partial charges, in e, on atoms 1 to 2:
1 O -0.456
2 H 0.446

Computed, not measured: 5 unconnected molecules or ions with the total composition C20H32N9 in a non-equilibrium geometry, with ωB97M-V/def2-TZVPD.

```
61
Properties=species:S:1:pos:R:3
C 0.7012 0.4634 4.4174
C 1.7499 1.4101 3.8881
N 2.8680 0.9141 3.5461
C 1.4669 2.8988 3.7083
N 1.6248 3.7348 4.9175
N 1.1102 5.0930 4.6852
C 1.0016 3.1810 6.0565
N 1.7701 2.9904 7.1705
N -0.2723 2.9138 6.0870
H 0.6928 0.4435 5.5027
H -0.2820 0.7502 4.0498
H 0.9220 -0.5277 4.0434
H 3.5005 1.6264 3.1825
H 2.2231 3.2640 3.0188
H 0.4989 3.0574 3.2189
H 0.4317 5.3656 5.3870
H 0.6263 5.1382 3.7935
H 2.6475 3.4814 7.0103
H 2.0250 2.0202 7.3615
H -0.8941 3.3218 5.4034
H -0.6940 2.3408 6.8028
N 1.9462 -0.5970 0.9511
C 1.5825 -1.8346 0.4956
C 1.6299 -1.8085 -0.8730
C 2.0412 -0.5056 -1.2599
C 2.2300 0.2171 -0.1137
H 1.9997 -0.3212 1.9142
H 1.3231 -2.6238 1.1806
H 1.3983 -2.6312 -1.5289
H 2.1838 -0.1439 -2.2637
H 2.5438 1.2370 0.0331
N 0.2767 6.2874 1.0626
C -0.0645 6.1673 -0.2607
C -0.6197 7.3526 -0.6527
C -0.6110 8.2237 0.4717
C -0.0490 7.5427 1.5143
H 0.7086 5.5683 1.6057
H 0.1169 5.2557 -0.8032
H -0.9896 7.5758 -1.6385
H -0.9718 9.2373 0.5057
H 0.1507 7.8415 2.5296
N 0.0014 -5.4341 -1.9504
C 0.0679 -6.7521 -2.3130
C -0.8266 -6.9522 -3.3283
C -1.4550 -5.7038 -3.5899
C -0.9222 -4.7869 -2.7258
H 0.5472 -5.0077 -1.2263
H 0.7422 -7.4306 -1.8203
H -1.0088 -7.8888 -3.8279
H -2.2132 -5.4997 -4.3264
H -1.1194 -3.7366 -2.5969
N -3.1305 -6.2114 -6.8868
C -2.7305 -4.9520 -7.2433
C -3.3034 -4.6577 -8.4511
C -4.0811 -5.7831 -8.8371
C -3.9546 -6.7238 -7.8512
H -2.8594 -6.6884 -6.0481
H -2.0756 -4.3774 -6.6111
H -3.1794 -3.7386 -8.9983
H -4.6652 -5.8888 -9.7354
H -4.3778 -7.7083 -7.7538
```

Output
HOMO-LUMO gap: 3.92 eV
E: -34659.8213 eV
ΔE to the lowest compared entry with this formula, charge and spin: 0.0 kcal/mol
Net charge: +1
E_LUMO: -5.16 eV

These are the Mulliken partial charges, in e, on atoms 1 to 2:
1 C -1.254
2 C 0.912

Computed, not measured: a molecular structure, C20H33Cl2CuN4O3S in a non-equilibrium geometry, with ωB97M-V/def2-TZVPD.

```
64
Properties=species:S:1:pos:R:3
O 1.2432 1.1110 -0.7934
C 1.2507 1.6341 -2.0910
C 1.2783 3.1448 -2.0788
C 0.9477 3.8606 -0.9333
H 0.7092 3.3069 -0.0376
C 0.9388 5.2481 -0.9365
H 0.6657 5.7886 -0.0381
C 1.2771 5.9454 -2.0886
H 1.2707 7.0280 -2.0950
C 1.6309 5.2409 -3.2324
H 1.9055 5.7744 -4.1335
C 1.6281 3.8536 -3.2243
H 1.8997 3.3067 -4.1190
H 2.1477 1.3014 -2.6250
C 0.2589 -0.3808 -3.2091
C 0.0527 1.0492 -2.8277
H -0.3253 -0.6876 -4.0727
H 0.0188 -1.0346 -2.3727
H 1.3117 -0.5589 -3.4419
C -1.0552 1.7600 -3.0487
C -2.3137 1.3097 -3.7097
H -1.0564 2.7988 -2.7363
H -2.5528 1.8724 -4.6078
H -3.1647 1.4006 -3.0299
H -2.2582 0.2530 -3.9843
Cu -0.0894 0.1451 0.1051
Cl -1.0932 1.9608 1.1476
Cl -1.6669 0.0821 -1.5910
C -2.5104 -1.0145 1.2679
O -1.2738 -1.1275 1.2804
N -3.3233 -1.7420 2.0387
C -2.8886 -2.9920 2.6275
C -4.6688 -1.2968 2.3291
H -3.0066 -0.2996 0.6135
H -1.8399 -3.1388 2.3995
H -3.4681 -3.8231 2.2248
H -3.0238 -2.9660 3.7088
H -4.8058 -0.2823 1.9686
H -4.8543 -1.3127 3.4036
H -5.4007 -1.9425 1.8427
H 1.7381 -4.8622 -0.8348
H 4.2930 -3.9595 -0.4654
C 1.7623 -4.0525 -1.5650
C 4.0036 -3.1157 -1.0911
N 2.5658 -2.9527 -1.0756
H 0.7497 -3.7115 -1.7517
C 1.9990 -1.8038 -0.7063
O 0.7712 -1.6494 -0.5907
H 4.4640 -2.2109 -0.7131
H 2.6882 -0.9802 -0.5273
H 2.1690 -4.4310 -2.5016
H 4.3519 -3.3022 -2.1081
S 1.4899 0.2284 1.8910
C 0.8123 -0.3356 3.2739
N 1.5323 -1.0846 4.2090
C 0.7683 -1.1954 5.4268
C -0.5886 -0.5202 5.1142
N -0.4298 0.0488 3.7988
H 2.5036 -1.4083 4.0918
H 1.3046 -0.6330 6.2229
H 0.6352 -2.2541 5.7312
H -0.8160 0.2694 5.8613
H -1.4125 -1.2644 5.0781
H -1.1483 0.6071 3.3325
```

Output
HOMO-LUMO gap (alpha / beta): 4.69 / 4.67 eV
⟨S²⟩: 0.753
E: -113897.6026 eV
ΔE to the lowest compared entry with this formula, charge and spin: 62.9 kcal/mol
Net charge: -1
Multiplicity: 2
E_LUMO (alpha / beta): 2.35 / 2.35 eV

These are the Mulliken partial charges, in e, on atoms 1 to 2:
1 O -0.264
2 C 0.677